Density functional theory data (ωB97M-V with the def2-TZVPD basis set) for a 5-piece molecular cluster, C19H28F12O11S overall.

Each line ends with the Mulliken charge.
Element x y z (Å)
C -6.383 -4.389 3.596  -1.17
C -6.703 -3.017 4.158  -0.18
O -5.631 -2.845 5.012  -0.20
C -5.477 -1.548 5.464  0.35
O -6.044 -0.617 4.867  -0.53
C -4.510 -1.277 6.666  0.82
F -3.903 -2.413 7.054  -0.23
F -3.595 -0.366 6.334  -0.23
F -5.257 -0.743 7.630  -0.23
H -5.569 -4.398 2.871  0.29
H -7.264 -4.755 3.067  0.38
H -6.128 -5.083 4.396  0.32
H -7.624 -2.864 4.720  0.33
H -6.726 -2.357 3.290  0.27
C 0.876 -2.136 2.047  -1.13
C -0.318 -2.311 1.078  -0.17
O 0.090 -2.620 -0.265  -0.30
C 0.457 -1.760 -1.158  0.42
O 0.395 -0.545 -1.116  -0.55
C 0.935 -2.449 -2.518  0.83
F 2.142 -2.045 -2.750  -0.23
F 0.881 -3.791 -2.444  -0.23
F 0.182 -1.886 -3.519  -0.25
H 1.578 -1.342 1.791  0.32
H 1.530 -3.008 2.012  0.32
H 0.544 -1.889 3.056  0.36
H -0.821 -1.345 1.125  0.31
H -1.035 -3.065 1.401  0.30
C 5.537 4.429 -1.583  -0.97
C 4.208 5.254 -1.650  -0.32
O 4.378 6.602 -1.125  -0.26
C 3.790 7.679 -1.748  0.42
O 2.834 7.641 -2.551  -0.54
C 4.487 9.005 -1.337  0.83
F 4.661 9.783 -2.453  -0.24
F 3.796 9.649 -0.416  -0.23
F 5.657 8.706 -0.759  -0.23
H 6.344 5.091 -1.897  0.30
H 5.526 3.532 -2.202  0.33
H 5.766 4.097 -0.570  0.27
H 3.450 4.790 -1.018  0.27
H 3.770 5.257 -2.648  0.35
C -9.564 6.559 -4.553  -1.18
C -8.928 5.218 -4.551  -0.20
O -8.136 5.096 -3.407  -0.22
C -7.668 3.865 -3.002  0.34
O -8.099 2.794 -3.479  -0.54
C -6.820 3.904 -1.705  0.91
F -6.100 4.950 -1.583  -0.23
F -7.640 3.890 -0.688  -0.25
F -6.083 2.803 -1.599  -0.24
H -10.217 6.621 -5.424  0.38
H -8.832 7.352 -4.707  0.31
H -10.196 6.767 -3.690  0.32
H -8.310 5.159 -5.447  0.26
H -9.639 4.401 -4.678  0.34
C 6.313 -7.593 0.152  -1.28
C 7.685 -6.830 0.526  -0.22
O 8.108 -6.216 -0.678  -0.28
S 9.083 -4.915 -0.570  1.14
C 10.410 -5.634 0.479  -0.92
O 9.563 -4.719 -1.936  -0.58
O 8.379 -3.821 0.145  -0.60
H 5.545 -6.981 -0.321  0.35
H 5.779 -7.961 1.028  0.38
H 6.487 -8.402 -0.557  0.30
H 7.471 -6.147 1.348  0.38
H 8.373 -7.595 0.887  0.31
H 10.128 -6.105 1.421  0.34
H 11.033 -4.780 0.746  0.34
H 11.045 -6.332 -0.066  0.34

Cartesian forces (eV/Å) of the 3 atoms listed first:
C -1.3 -0.7 -0.1
C -0.3 -1.1 -1.9
O 2.2 3.1 3.1

Results
- HOMO energy (eV) = -11.07
- net charge = 0
- SMILES string = CCOC(=O)C(F)(F)F.CCOC(=O)C(F)(F)F.CCOC(=O)C(F)(F)F.CCOC(=O)C(F)(F)F.CCOS(C)(=O)=O
- frontier orbital gap (eV) = 11.38

=====

Density functional theory data (ωB97M-V with the def2-TZVPD basis set) for a 24-piece molecular cluster, C9H64NO24 overall.

Each line ends with the Mulliken charge.
Element x y z (Å)
C -0.420 -5.454 16.764  -1.25
C 0.946 -5.317 16.069  2.13
C 0.590 -5.003 14.569  -1.62
C 1.744 -4.613 13.700  -0.09
C 2.508 -3.438 14.340  -1.69
C 2.869 -3.656 15.821  2.08
N 1.740 -4.168 16.594  2.78
O 1.793 -3.987 18.021  -0.53
C 3.145 -2.208 16.279  -1.65
C 4.181 -4.515 15.859  -0.41
C 1.723 -6.640 16.173  -1.39
H -0.433 -5.992 17.711  -0.49
H -1.083 -5.991 16.085  0.51
H -0.789 -4.439 16.889  0.02
H -0.160 -4.207 14.572  0.22
H 0.070 -5.895 14.203  0.54
H 1.227 -4.258 12.805  0.53
H 2.396 -5.462 13.479  -0.24
H 1.966 -2.533 14.064  0.56
H 3.416 -3.379 13.729  0.12
H 3.845 -1.691 15.619  0.45
H 3.553 -2.152 17.289  -0.23
H 2.262 -1.574 16.302  0.19
H 4.132 -5.306 15.109  0.11
H 4.256 -5.157 16.745  -0.28
H 5.080 -3.901 15.926  -0.20
H 2.767 -6.646 15.875  -0.13
H 1.167 -7.391 15.607  0.45
H 1.701 -6.942 17.224  0.33
O 7.344 -4.418 18.378  -0.67
H 6.651 -4.194 19.026  0.41
H 6.974 -4.155 17.532  0.26
O 1.136 -5.809 20.273  -0.73
H 0.192 -5.665 20.394  0.30
H 1.338 -5.337 19.444  0.22
O 4.849 -3.892 19.470  -0.74
H 4.453 -3.711 18.609  0.22
H 4.632 -3.115 20.008  0.39
O 2.491 -9.106 14.100  -0.58
H 3.313 -9.124 14.598  0.27
H 2.725 -9.427 13.222  0.30
O 5.447 0.726 14.869  -0.61
H 5.601 1.379 14.182  0.26
H 6.047 -0.003 14.658  0.29
O -0.202 -1.848 16.831  -0.65
H 0.273 -1.310 16.194  0.29
H 0.286 -2.689 16.854  -0.09
O -3.061 -4.991 14.832  -0.74
H -3.122 -5.711 15.464  0.31
H -2.568 -4.303 15.299  0.34
O 5.441 -8.248 17.399  -0.68
H 5.232 -8.365 16.470  0.28
H 4.996 -7.422 17.650  0.41
O 2.523 -3.024 10.514  -0.63
H 3.024 -3.840 10.663  0.34
H 3.185 -2.329 10.501  0.29
O 5.917 -1.892 13.902  -0.67
H 6.004 -2.597 13.243  0.32
H 5.790 -2.363 14.732  0.28
O 3.044 1.142 16.216  -0.59
H 2.791 1.716 15.490  0.26
H 3.952 0.876 16.011  0.36
O 6.382 -4.432 12.965  -0.66
H 6.735 -5.111 12.385  0.27
H 5.423 -4.515 12.870  0.38
O -3.017 -4.374 12.185  -0.68
H -2.851 -4.616 13.118  0.39
H -3.771 -4.911 11.930  0.31
O 4.734 -1.259 20.660  -0.68
H 3.935 -0.738 20.538  0.33
H 5.194 -1.245 19.800  0.30
O -2.849 -6.983 19.142  -0.68
H -2.652 -7.783 19.636  0.28
H -2.012 -6.741 18.732  0.44
O -0.926 -3.518 19.220  -0.67
H -0.154 -3.728 18.671  0.06
H -0.786 -2.599 19.478  0.35
O -0.811 -6.073 11.339  -0.65
H -0.996 -5.727 10.462  0.27
H -1.294 -5.483 11.937  0.34
O 3.906 -5.423 11.261  -0.68
H 4.194 -6.247 10.857  0.30
H 3.126 -5.666 11.779  0.46
O 1.056 -1.402 19.500  -0.71
H 1.331 -2.024 18.802  0.31
H 1.451 -0.563 19.250  0.28
O -3.058 -3.245 17.261  -0.66
H -2.181 -2.922 17.514  0.31
H -3.425 -3.593 18.078  0.31
O 1.129 -7.829 11.951  -0.76
H 1.388 -7.676 12.866  0.34
H 0.432 -7.165 11.767  0.49
O 6.405 -1.037 18.483  -0.62
H 7.292 -1.200 18.147  0.27
H 6.180 -0.153 18.171  0.29
O 3.699 -6.328 18.886  -0.75
H 4.136 -5.730 19.515  0.28
H 3.107 -5.755 18.379  -0.03

Cartesian forces (eV/Å) of the 3 atoms listed first:
C 0.6 0.3 -0.3
C 1.2 0.4 -0.5
C -0.2 -0.8 1.6

Results
- ΔE to the lowest compared entry with this formula, charge and spin (kcal per mole) = 29.9
- HOMO energy (eV) = -4.07
- net charge = -1
- frontier orbital gap (eV) = 5.66

=====

Density functional theory data (ωB97M-V with the def2-TZVPD basis set) for C52H43CsN10O4PS2 as an isolated structure.

Each line ends with the Mulliken charge.
Element x y z (Å)
Cs 0.357 1.231 0.126  1.67
C -3.245 2.009 -3.913  -0.60
C -2.772 1.317 -2.808  -0.18
N -1.681 0.538 -2.888  0.29
C -1.089 0.464 -4.067  0.11
C -1.612 1.125 -5.187  -0.79
N -2.672 1.907 -5.108  -0.69
C 0.144 -0.385 -4.168  0.42
C 0.451 -0.978 -5.390  -1.25
C 1.650 -1.677 -5.518  1.21
C 2.422 -1.818 -4.371  -0.83
C 1.970 -1.308 -3.164  0.09
N 0.867 -0.576 -3.072  0.01
C 2.777 -1.484 -1.922  0.32
C 3.773 -2.449 -1.813  -0.53
N 4.609 -2.512 -0.772  -0.70
C 4.417 -1.597 0.198  -0.55
C 3.390 -0.648 0.099  -0.28
N 2.609 -0.588 -0.955  0.01
C 2.062 -2.242 -6.816  0.91
C 3.156 -3.074 -6.953  -0.46
C 3.555 -3.546 -8.200  -0.44
N 2.899 -3.234 -9.327  -0.65
C 1.834 -2.441 -9.208  -0.34
C 1.404 -1.913 -8.011  -0.58
H -4.108 2.681 -3.820  0.41
H -3.216 1.401 -1.839  0.25
H -1.162 1.060 -6.162  0.57
H -0.230 -0.887 -6.216  0.55
H 3.350 -2.356 -4.457  0.40
H 3.959 -3.221 -2.548  0.48
H 5.075 -1.578 1.044  0.46
H 3.240 0.090 0.879  0.57
H 3.710 -3.370 -6.082  0.39
H 4.418 -4.182 -8.308  0.39
H 1.282 -2.249 -10.128  0.36
H 0.537 -1.261 -8.028  0.32
O -3.036 3.235 -0.483  -0.68
C -2.770 2.211 0.145  0.22
C -3.863 1.858 1.172  -0.05
C -4.944 2.668 1.178  -0.56
C -6.080 2.300 1.859  -0.78
C -6.073 1.080 2.492  -0.73
C -4.992 0.217 2.450  -0.64
C -3.828 0.667 1.861  0.32
P -2.271 -0.328 1.693  0.29
C -2.642 -1.620 2.981  -0.06
C -3.274 -2.861 2.809  -0.22
C -3.458 -3.706 3.912  -0.98
C -3.057 -3.329 5.185  -0.34
C -2.539 -2.049 5.370  -0.78
C -2.334 -1.204 4.290  -0.35
C -2.480 -1.258 0.141  1.22
C -3.634 -1.308 -0.641  -0.63
C -3.694 -2.072 -1.801  -0.74
C -2.586 -2.809 -2.200  -0.64
C -1.445 -2.775 -1.420  -0.46
C -1.391 -2.022 -0.271  -0.26
H -4.867 3.528 0.520  0.48
H -7.007 2.906 1.763  0.32
H -6.998 0.799 3.002  0.34
H -5.053 -0.783 2.861  0.40
H -3.559 -3.204 1.828  0.37
H -3.919 -4.664 3.751  0.40
H -3.169 -3.993 6.025  0.39
H -2.289 -1.725 6.373  0.40
H -1.877 -0.223 4.457  0.39
H -4.496 -0.705 -0.362  0.38
H -4.600 -2.068 -2.396  0.39
H -2.572 -3.356 -3.122  0.39
H -0.554 -3.334 -1.728  0.33
H -0.474 -1.999 0.335  0.44
O 3.643 6.833 1.423  -0.70
C 4.536 5.919 1.048  0.33
C 5.828 6.353 0.764  -0.73
C 6.791 5.461 0.272  -0.19
C 6.496 4.120 0.117  -0.91
C 5.247 3.670 0.496  -0.41
C 4.235 4.541 0.939  0.27
C 2.891 3.940 1.354  0.38
O 2.821 2.704 1.528  -0.70
N 1.895 4.815 1.481  -0.41
N 0.711 4.241 1.894  -0.38
C -0.205 5.058 2.107  0.25
S -1.787 4.530 2.678  0.02
C -2.286 6.233 3.135  -0.68
C -1.771 7.169 2.062  -0.52
S -0.009 6.819 1.866  -0.17
H 2.790 6.314 1.515  0.61
H 6.078 7.395 0.957  0.36
H 7.770 5.827 0.016  0.35
H 7.234 3.430 -0.248  0.40
H 4.984 2.628 0.471  0.61
H -1.859 6.502 4.109  0.29
H -3.374 6.268 3.222  0.38
H -1.863 8.215 2.385  0.33
H -2.290 7.082 1.111  0.30
N 1.117 -1.287 2.323  -0.44
C 0.991 -2.224 2.980  0.13
N 0.933 -3.304 3.733  0.16
C 1.069 -3.233 5.186  -0.32
C 1.617 -4.572 5.688  -0.66
O 0.852 -5.668 5.224  -0.42
C 0.857 -5.697 3.803  -0.83
C 0.182 -4.459 3.248  0.14
H 0.108 -3.024 5.674  0.01
H 1.730 -2.425 5.429  0.54
H 1.574 -4.588 6.773  0.38
H 2.660 -4.717 5.359  0.34
H 0.308 -6.579 3.512  0.37
H 1.906 -5.765 3.453  0.39
H -0.858 -4.439 3.604  -0.19
H 0.143 -4.404 2.151  0.43

Cartesian forces (eV/Å) of the 3 atoms listed first:
Cs 0.1 0.5 0.1
C -0.4 0.3 0.1
C 0.8 -0.5 -0.4

Results
- ΔE to the lowest compared entry with this formula, charge and spin (kcal per mole) = 0.0
- HOMO energy (eV) = -3.15
- net charge = -1
- frontier orbital gap (eV) = 4.15